No. 1
{
  "formula": "C5H12N2O2",
  "method": "ωB97M-V/def2-TZVPD",
  "orbital_gap_ev": 9.8,
  "energy_ha": -457.6147,
  "symbols": ["C", "C", "N", "O", "O", "H", "H", "H", "H", "H", "C", "C", "C", "N", "H", "H", "H", "H", "H", "H", "H"],
  "xyz": [[-2.232, 0.796, 0.104], [-0.734, 0.899, -0.224], [-0.523, 1.313, -1.554], [-2.407, 0.435, 1.453], [-0.021, 1.462, 0.681], [-1.652, 0.836, 1.918], [0.441, 1.534, -1.754], [-0.965, 0.753, -2.268], [-2.716, 0.044, -0.524], [-2.686, 1.771, -0.111], [1.566, -0.519, 0.710], [2.620, -0.226, -0.323], [-0.661, -1.863, 0.211], [0.027, -0.847, -0.065], [1.696, -1.498, 1.175], [1.531, 0.212, 1.509], [-1.718, -1.924, -0.028], [-0.265, -2.683, 0.812], [2.626, -0.989, -1.100], [3.604, -0.256, 0.159], [2.468, 0.750, -0.779]],
  "atomic_forces_ev_per_a": [[0.3, -0.9, 0.1], [0.8, 3.3, 0.9], [-0.1, -0.3, 0.1], [0.0, -0.1, 0.0], [-1.3, -0.8, -1.2], [0.0, 0.0, -0.1], [-0.1, 0.0, 0.0], [0.1, -0.1, 0.0], [-0.2, 0.0, 0.0], [0.3, -0.1, -0.1], [-1.8, -2.4, -1.0], [-0.2, -0.2, -0.1], [0.8, -0.2, 0.9], [1.9, 1.4, 1.5], [0.3, -0.1, -0.1], [-0.8, 0.1, -0.4], [0.0, 0.1, -0.5], [0.1, -0.1, 0.0], [0.0, 0.0, -0.1], [-0.2, 0.2, 0.0], [0.1, 0.0, 0.1]]
}

---

No. 2
{
  "formula": "C5H12N2O2",
  "method": "ωB97M-V/def2-TZVPD",
  "orbital_gap_ev": 10.1,
  "smiles": "CCC(N)=O.CC(N)=O",
  "energy_ha": -457.7192,
  "symbols": ["C", "C", "C", "N", "O", "H", "H", "H", "H", "H", "H", "H", "C", "C", "N", "O", "H", "H", "H", "H", "H"],
  "xyz": [[-1.701, 3.015, -0.413], [-0.474, 2.114, -0.200], [-1.045, 0.779, 0.256], [-1.890, 0.072, -0.600], [-0.920, 0.433, 1.414], [-2.675, 2.732, 0.167], [-1.895, 3.043, -1.553], [-1.489, 4.084, -0.180], [0.204, 1.922, -1.017], [0.263, 2.433, 0.547], [-2.152, -0.845, -0.234], [-1.668, 0.165, -1.586], [1.628, -1.424, 1.352], [1.563, -1.522, -0.107], [1.724, -2.787, -0.718], [1.127, -0.683, -0.873], [2.129, -0.514, 1.649], [2.219, -2.157, 1.893], [0.596, -1.418, 1.760], [1.650, -2.851, -1.725], [2.012, -3.685, -0.388]],
  "atomic_forces_ev_per_a": [[-0.9, 1.3, -1.5], [-0.2, -1.0, 0.7], [-0.3, -0.2, 0.5], [0.8, 0.5, 0.3], [0.0, -0.4, 0.2], [2.0, 0.2, -1.1], [-0.3, -0.2, 1.8], [0.0, -0.8, 0.0], [-0.4, 0.2, -1.1], [-0.8, 0.1, 0.4], [0.2, 0.5, -0.4], [-0.2, -0.3, 0.3], [0.2, 0.2, 1.6], [-1.3, -2.6, -2.7], [0.4, 0.1, -0.1], [0.6, 1.2, 0.7], [-0.3, 0.7, -0.1], [-0.1, -0.7, -0.5], [0.6, 0.2, -0.3], [-0.2, 0.8, 0.2], [0.3, 0.2, 1.2]]
}

---

No. 3
{
  "formula": "C5H12N2O2",
  "method": "ωB97M-V/def2-TZVPD",
  "orbital_gap_ev": [7.7, 7.7],
  "energy_ha": -457.5271,
  "symbols": ["C", "N", "C", "N", "C", "O", "H", "H", "H", "H", "H", "H", "H", "H", "C", "C", "O", "H", "H", "H", "H"],
  "xyz": [[1.627, 1.303, -1.563], [1.406, 0.182, -0.650], [-0.306, 0.426, -0.014], [1.486, -0.977, -1.298], [-0.471, 1.548, 0.701], [-1.153, 0.038, -1.014], [-1.847, 0.696, -1.143], [0.981, -1.013, -2.190], [1.209, -1.760, -0.655], [0.924, 1.295, -2.407], [2.646, 1.220, -1.946], [1.519, 2.233, -1.013], [-1.347, 2.180, 0.607], [0.264, 1.817, 1.444], [-1.604, -1.226, 1.788], [-0.204, -1.229, 1.203], [0.127, -2.200, 0.468], [0.564, -0.790, 1.863], [-1.811, -0.297, 2.318], [-2.343, -1.389, 1.005], [-1.669, -2.056, 2.495]],
  "atomic_forces_ev_per_a": [[-0.4, -0.1, 0.1], [-1.1, 0.2, 1.6], [1.3, 1.5, -1.9], [0.0, -1.0, -0.3], [0.0, -0.5, 0.0], [0.0, -0.1, 0.2], [0.0, 0.0, 0.1], [-0.1, 0.1, 0.2], [0.4, 0.6, -0.6], [0.0, 0.0, -0.1], [-0.1, -0.1, 0.0], [0.0, 0.0, 0.0], [-0.2, -0.1, 0.1], [0.1, 0.1, -0.1], [0.0, 0.2, -0.3], [0.4, -2.3, 0.6], [-0.6, 1.2, 0.8], [0.0, 0.2, -0.3], [0.0, 0.0, 0.0], [0.0, 0.0, 0.0], [0.1, 0.0, -0.1]]
}